Model w:
This record from the OMol25 dataset describes 12 unconnected molecules or ions with the total composition H24O12. The level of theory is ωB97M-V/def2-TZVPD.

Structure (XYZ):
```
36
Properties=species:S:1:pos:R:3:nbo_charge:R:1
O 9.542 5.764 4.858 -0.936
H 9.372 5.036 5.456 0.480
H 9.135 6.521 5.280 0.471
O 11.447 7.736 4.939 -0.958
H 10.942 6.924 4.976 0.466
H 11.748 7.790 4.032 0.477
O 7.310 6.650 2.990 -0.955
H 7.259 5.737 3.275 0.484
H 6.445 7.010 3.183 0.474
O 7.155 8.879 6.428 -0.923
H 7.830 8.232 6.631 0.463
H 6.331 8.439 6.635 0.462
O 6.121 10.425 2.014 -0.965
H 5.248 10.690 1.724 0.495
H 6.132 10.620 2.951 0.512
O 10.875 9.875 0.851 -0.976
H 10.464 9.016 0.941 0.475
H 10.189 10.496 1.097 0.474
O 10.483 11.570 3.600 -0.945
H 9.913 10.951 3.143 0.487
H 10.231 12.427 3.256 0.453
O 9.613 7.447 0.778 -0.949
H 9.052 7.102 0.083 0.486
H 9.195 7.158 1.589 0.480
O 6.128 8.515 0.171 -0.971
H 5.417 7.909 0.377 0.475
H 6.168 9.103 0.926 0.480
O 8.810 9.139 3.370 -0.944
H 8.591 8.303 3.782 0.478
H 8.583 9.018 2.448 0.463
O 8.003 9.968 -1.053 -0.931
H 7.576 9.522 -0.322 0.470
H 7.353 10.597 -1.364 0.453
O 8.606 11.490 1.547 -0.968
H 8.372 12.248 1.011 0.479
H 7.774 11.048 1.714 0.483
```

Summary:
structure (SMILES)	O.O.O.O.O.O.O.O.O.O.O.O
LUMO energy	-0.7269	eV
gap between HOMO and LUMO	8.4	eV
charge	0
E_HOMO	-9.1242	eV



Model x:
This record from the OMol25 dataset describes 12 unconnected molecules or ions with the total composition H24O12. The level of theory is ωB97M-V/def2-TZVPD.

Structure (XYZ):
```
36
Properties=species:S:1:pos:R:3:nbo_charge:R:1
O -0.184 0.119 0.522 -0.924
H -0.243 -0.881 0.743 0.461
H 0.657 0.305 0.138 0.469
O 2.246 -1.609 -0.333 -0.923
H 3.158 -1.849 -0.457 0.453
H 1.892 -2.344 -0.718 0.467
O 1.134 0.066 3.631 -0.932
H 0.561 0.734 3.996 0.471
H 0.991 0.029 2.728 0.462
O 3.921 3.285 0.235 -0.933
H 3.453 2.842 -0.494 0.470
H 3.283 3.896 0.624 0.463
O -0.469 -0.886 -1.706 -0.925
H -0.064 -0.941 -0.878 0.438
H -0.700 -1.844 -1.761 0.456
O -4.721 1.519 0.757 -0.943
H -4.552 1.246 -0.211 0.460
H -3.818 1.731 0.949 0.483
O 0.820 -0.545 -3.527 -0.917
H 1.537 0.095 -3.654 0.450
H 0.064 -0.038 -3.808 0.468
O 4.442 0.314 -0.403 -0.914
H 4.153 -0.505 0.002 0.455
H 4.408 0.090 -1.354 0.462
O -2.738 3.246 -0.403 -0.946
H -2.513 3.452 -1.294 0.466
H -3.682 3.505 -0.475 0.480
O -0.280 -3.705 3.151 -0.921
H -1.128 -3.862 2.905 0.456
H -0.156 -2.768 2.929 0.466
O -1.474 0.986 1.452 -0.919
H -1.263 1.894 1.001 0.479
H -0.765 0.821 2.041 0.457
O -2.457 -2.514 -2.127 -0.956
H -3.185 -2.735 -2.746 0.490
H -2.329 -3.150 -1.452 0.472
```

Summary:
structure (SMILES)	O.O.O.O.O.O.O.O.O.O.O.O
LUMO energy	-0.2309	eV
gap between HOMO and LUMO	8.3	eV
charge	0
E_HOMO	-8.5372	eV



Model y:
This record from the OMol25 dataset describes 12 unconnected molecules or ions with the total composition H24O12. The level of theory is ωB97M-V/def2-TZVPD.

Structure (XYZ):
```
36
Properties=species:S:1:pos:R:3:nbo_charge:R:1
O -0.284 -3.711 -0.669 -0.968
H -0.760 -3.552 -1.484 0.467
H 0.514 -3.190 -0.751 0.488
O 0.116 -0.624 -2.985 -0.969
H -0.539 -0.986 -2.388 0.505
H -0.142 0.292 -3.096 0.468
O 0.686 0.381 3.897 -0.939
H 1.307 -0.299 4.157 0.467
H 0.394 0.118 3.024 0.472
O 0.084 2.385 -1.061 -0.954
H -0.250 3.220 -0.734 0.490
H -0.575 2.093 -1.691 0.489
O 3.257 1.023 2.342 -0.930
H 4.137 0.647 2.355 0.461
H 2.698 0.316 2.018 0.468
O -3.189 1.772 -1.051 -0.970
H -2.825 1.078 -0.502 0.492
H -3.759 1.315 -1.670 0.470
O 1.943 -2.310 -1.764 -0.973
H 2.329 -1.754 -1.086 0.466
H 1.558 -1.695 -2.388 0.503
O -2.067 -1.244 -1.161 -0.986
H -2.984 -1.161 -0.898 0.485
H -1.618 -1.551 -0.373 0.508
O -1.154 2.035 1.744 -0.951
H -1.020 1.979 0.798 0.464
H -0.292 2.257 2.096 0.482
O 3.061 -0.072 -0.633 -0.964
H 3.483 0.780 -0.749 0.500
H 3.768 -0.654 -0.354 0.476
O 0.076 -0.101 0.270 -0.986
H -0.022 0.764 -0.129 0.480
H 0.966 -0.370 0.043 0.482
O -3.058 0.013 1.348 -0.974
H -3.604 0.720 1.694 0.482
H -2.236 0.087 1.832 0.499
```

Summary:
structure (SMILES)	O.O.O.O.O.O.O.O.O.O.O.O
LUMO energy	-0.1588	eV
gap between HOMO and LUMO	10.5	eV
charge	0
E_HOMO	-10.6850	eV



Out of the structures above, which one is the least stable? Solution: model x.